[1]
Entry from the Open Molecules 2025 dataset: C21H16N5O7SW as an isolated structure (ωB97M-V with the def2-TZVPD basis set).

Cartesian coordinates (Å):
W: 0.668161 -0.344997 0.110310
N: -3.335881 -0.372402 -1.962781
C: -2.249080 -0.275147 -1.180329
S: -0.674241 -0.638531 -1.832575
N: -2.334410 0.123295 0.066313
N: -1.091442 0.179469 0.550543
C: -0.549374 0.360394 1.807093
C: 0.270192 1.576150 1.935614
C: 0.529155 2.405819 3.013794
C: 1.412828 3.449398 2.811659
C: 2.042214 3.614148 1.576808
C: 1.803099 2.703910 0.573553
N: 0.923233 1.713652 0.767031
H: -3.268083 -0.793127 -2.870958
H: -4.244724 -0.186153 -1.575201
H: -0.911028 -0.207514 2.654230
H: 0.032915 2.244074 3.959815
H: 1.614817 4.147252 3.613203
H: 2.724129 4.433580 1.403264
H: 2.292193 2.743308 -0.389788
O: 2.327222 0.242263 -1.054020
C: 3.158507 -0.068845 -0.118937
O: 2.646573 -0.415487 0.992758
C: 4.606537 -0.033557 -0.340869
C: 5.462792 -0.379619 0.701249
C: 6.829754 -0.352510 0.490946
C: 7.291148 0.019732 -0.758065
C: 6.460598 0.364463 -1.808161
C: 5.093857 0.335846 -1.592929
N: 8.760050 0.049635 -0.984379
O: 9.141041 0.382257 -2.083961
O: 9.467132 -0.259538 -0.051688
H: 5.055522 -0.668060 1.660007
H: 7.534440 -0.613024 1.266026
H: 6.883487 0.642572 -2.761509
H: 4.403832 0.590246 -2.384970
O: 2.471374 -4.576497 -1.503736
C: 1.965858 -5.055871 -0.358360
C: 2.173691 -6.410030 -0.091054
C: 1.689202 -6.964541 1.071194
C: 0.984872 -6.199519 2.009791
C: 0.777972 -4.868209 1.761826
C: 1.262627 -4.276512 0.579245
C: 1.025219 -2.878109 0.352484
O: 0.392415 -2.123294 1.178324
O: 1.425215 -2.244587 -0.689199
H: 2.262513 -3.632432 -1.590794
H: 2.717850 -6.995301 -0.819021
H: 1.857972 -8.016828 1.259647
H: 0.611124 -6.653271 2.916066
H: 0.239628 -4.247152 2.464591

Cartesian forces (eV/Å) of the 6 atoms listed first:
0.0 -0.3 0.0
0.0 0.0 0.0
0.0 0.0 0.0
0.1 0.1 0.1
0.1 0.1 -0.1
-0.2 -0.1 0.2

Computed properties:
HOMO-LUMO gap (alpha / beta) ... 7.2728 / 7.2713 eV
Charge ... +1
Highest occupied orbital energy (alpha / beta) ... -11.40 / -11.40 eV

Here are the Mulliken charges for atoms 1 to 6, given in e: number 1, W, carries 1.91; number 2, N, carries -0.41; number 3, C, carries 0.75; number 4, S, carries -0.42; number 5, N, carries -1.19; number 6, N, carries 0.81

---

[2]
Entry from the Open Molecules 2025 dataset: C21H16O4PSZr as an isolated structure in a non-equilibrium geometry (ωB97M-V with the def2-TZVPD basis set).

Cartesian coordinates (Å):
Zr: 1.475543 0.894090 -0.021851
O: 2.243733 2.229211 -1.433697
C: 1.004450 2.433756 -1.744770
O: 0.277135 1.395047 -1.784755
C: 0.415237 3.774092 -1.566741
C: 0.237360 4.737052 -2.543522
C: -0.338234 5.947120 -2.187815
C: -0.717978 6.175199 -0.872534
C: -0.528672 5.209371 0.104534
C: 0.046664 3.991215 -0.233503
S: 0.320612 2.782030 1.060008
H: 0.541197 4.545683 -3.563767
H: -0.488514 6.713081 -2.935606
H: -1.165030 7.121597 -0.599736
H: -0.818595 5.402662 1.128665
O: 3.888403 -1.321985 2.327736
C: 2.797216 -0.892802 2.131736
O: 2.565019 0.294403 1.507826
C: 1.510744 -1.635389 2.461674
P: 0.123516 -1.133526 1.370287
C: -1.243542 -2.248698 1.712422
C: -2.393988 -1.742489 2.310414
C: -3.440929 -2.600194 2.619020
C: -3.335215 -3.951363 2.329842
C: -2.185821 -4.457483 1.731106
C: -1.137848 -3.609972 1.421095
C: 0.626969 -1.596080 -0.337810
C: -0.395938 -1.627731 -1.301589
C: -0.095920 -1.750082 -2.644984
C: 1.226790 -1.798999 -3.073901
C: 2.252928 -1.756644 -2.146048
C: 1.958903 -1.668688 -0.783026
H: 1.202692 -1.349370 3.472661
H: 1.702000 -2.707967 2.470701
H: -2.476402 -0.685142 2.529953
H: -4.336744 -2.210058 3.082305
H: -4.152041 -4.618550 2.570303
H: -2.109447 -5.512881 1.507541
H: -0.245409 -4.004611 0.949635
H: -1.430377 -1.557027 -0.987233
H: -0.900256 -1.789305 -3.367079
H: 1.451626 -1.874951 -4.128906
H: 3.286085 -1.812802 -2.461741
H: 2.782078 -1.730820 -0.078852

Cartesian forces (eV/Å) of the 6 atoms listed first:
-0.2 0.6 1.0
0.1 0.1 0.0
-0.1 -0.1 -0.2
0.0 0.1 -0.3
0.0 0.0 0.0
0.0 0.0 0.0

Computed properties:
HOMO-LUMO gap ... 7.1652 eV
Charge ... +1
Highest occupied orbital energy ... -11.46 eV

Here are the Mulliken charges for atoms 1 to 6, given in e: number 1, Zr, carries 1.08; number 2, O, carries -0.60; number 3, C, carries 0.61; number 4, O, carries -0.54; number 5, C, carries 0.69; number 6, C, carries -0.39

---

[3]
Entry from the Open Molecules 2025 dataset: C21H17AgN6O4S as an isolated structure in a non-equilibrium geometry (ωB97M-V with the def2-TZVPD basis set).

Cartesian coordinates (Å):
Ag: 1.719460 -0.155965 -2.058778
C: -1.238992 -3.443466 -1.979019
C: -2.485628 -2.793644 -2.096203
C: -2.535370 -1.384462 -2.184336
C: -1.328794 -0.642265 -2.125607
N: -0.151748 -1.282941 -2.086939
C: -0.108662 -2.614311 -2.049127
C: -1.325498 0.850776 -2.047356
C: -2.529881 1.614521 -1.887667
C: -2.470549 2.997000 -1.958936
C: -1.246455 3.609395 -2.262403
C: -0.127682 2.775958 -2.373734
N: -0.163531 1.461071 -2.243516
H: -1.144758 -4.505052 -1.782651
H: -3.424111 -3.347685 -2.180891
H: -3.468133 -0.853370 -2.405595
H: 0.913006 -3.045654 -2.058342
H: -3.498584 1.122913 -1.700573
H: -3.348962 3.594518 -1.746189
H: -1.148768 4.671041 -2.436775
H: 0.827168 3.220975 -2.545364
C: -0.699663 -0.881250 6.838668
C: -0.403349 -0.310774 5.484065
C: 0.272595 -1.169025 4.581261
C: 0.492874 -0.772473 3.282001
C: 0.203209 0.538999 2.862955
C: -0.548006 1.350408 3.723534
C: -0.885006 0.905274 5.020438
S: 0.301956 0.873975 1.100215
O: 0.377326 2.315790 1.103545
O: -0.858668 0.216517 0.499994
N: 1.544327 0.201031 0.313618
C: 2.910537 0.455176 0.872097
C: 4.064576 0.157263 -0.103233
O: 5.248883 0.165512 0.287755
O: 3.806112 -0.138470 -1.335379
H: -0.169236 -1.820928 6.907101
H: -1.769127 -1.093341 6.933048
H: -0.335066 -0.185358 7.632545
H: 0.607832 -2.173045 4.896539
H: 0.941332 -1.450966 2.507380
H: -0.855984 2.313457 3.365990
H: -1.430558 1.575513 5.701020
H: 3.056599 -0.200254 1.738734
H: 2.960577 1.505627 1.179729
N: 2.105800 0.057178 -4.191002
C: 1.901639 -0.141295 -5.338199
N: 1.727499 -0.278626 -6.615804
C: 1.823482 -1.438587 -7.209208
N: 1.893963 -2.426685 -7.829382

Cartesian forces (eV/Å) of the 6 atoms listed first:
0.8 0.3 0.4
-0.4 1.4 0.1
0.3 0.7 -0.2
0.7 -0.3 -0.4
-0.6 -1.1 0.6
-1.3 -0.5 -0.2

Computed properties:
HOMO-LUMO gap ... 5.2194 eV
Charge ... -2
Highest occupied orbital energy ... -1.09 eV

Here are the Mulliken charges for atoms 1 to 6, given in e: number 1, Ag, carries 0.12; number 2, C, carries -0.77; number 3, C, carries -0.38; number 4, C, carries -0.79; number 5, C, carries 0.51; number 6, N, carries 0.29

---

[4]
Entry from the Open Molecules 2025 dataset: C21H17Cl3FeN3O12S2 as an isolated structure in a non-equilibrium geometry (ωB97M-V with the def2-TZVPD basis set).

Cartesian coordinates (Å):
Fe: -0.155963 -0.248190 -0.069278
O: -0.348716 3.328835 -2.121062
C: -0.113649 2.206700 -1.678363
O: -0.907475 1.446445 -1.047996
C: 1.193619 1.514069 -1.918179
C: 2.275423 2.031842 -2.603319
C: 3.388362 1.219881 -2.776388
C: 3.364052 -0.075190 -2.290944
C: 2.232275 -0.511186 -1.623682
N: 1.191195 0.286683 -1.432639
C: 2.008984 -1.912826 -1.108589
O: 2.930108 -2.725963 -1.163450
O: 0.830980 -2.064326 -0.675723
H: 2.215413 3.045584 -2.970276
H: 4.261812 1.592065 -3.299589
H: 4.182851 -0.770112 -2.412162
O: -3.607858 -0.141095 -2.207390
S: -3.211832 -0.438963 -0.853843
O: -4.034248 -1.386778 -0.151491
O: -1.768790 -0.870314 -0.814747
C: -3.292006 1.128003 0.038872
C: -3.787404 2.201238 -0.682461
C: -3.907737 3.454593 -0.108245
C: -3.518796 3.649148 1.205512
C: -3.001962 2.587681 1.927656
C: -2.891409 1.326643 1.357749
S: -2.151405 0.072628 2.392104
O: -3.137206 -0.941967 2.647318
O: -1.632926 0.747393 3.556848
O: -1.017789 -0.467347 1.565731
H: -4.055736 2.032987 -1.714044
H: -4.277952 4.281318 -0.701210
H: -3.583665 4.629137 1.662901
H: -2.656062 2.718193 2.943348
N: 1.544786 -0.629408 1.276227
C: 2.507300 -0.613311 1.901216
N: 3.603058 -0.640116 2.618569
C: 4.157014 0.566585 3.219642
C: 5.611376 0.728737 2.802451
C: 6.404550 -0.546035 3.085736
C: 5.761691 -1.735492 2.376443
C: 4.313609 -1.891541 2.822455
H: 4.080439 0.484715 4.312533
H: 3.566541 1.417970 2.887521
H: 6.041309 1.582476 3.330524
H: 5.636186 0.952523 1.733010
H: 6.409744 -0.733304 4.166810
H: 7.445576 -0.429795 2.774839
H: 6.310216 -2.659345 2.575367
H: 5.767509 -1.567312 1.296291
H: 4.273559 -2.152578 3.889459
H: 3.804189 -2.672337 2.259240
Cl: 0.438048 4.756455 1.205974
C: 1.488776 3.610778 2.063326
Cl: 3.027154 4.441063 2.463698
Cl: 0.717395 3.105282 3.574860
C: 1.709568 2.338550 1.137072
O: 2.857661 2.118604 0.751457
O: 0.637113 1.752253 0.947482

Cartesian forces (eV/Å) of the 6 atoms listed first:
1.1 1.2 -1.0
0.3 -0.2 0.0
-0.4 0.5 -0.1
-0.5 -0.2 0.7
0.1 0.5 -0.2
0.1 -0.2 0.0

Computed properties:
Spin multiplicity ... 2
HOMO-LUMO gap (alpha / beta) ... 8.0608 / 8.0377 eV
Charge ... -2
Highest occupied orbital energy (alpha / beta) ... -3.90 / -3.87 eV
<S²> ... 1.151

Here are the Mulliken charges for atoms 1 to 6, given in e: number 1, Fe, carries 0.42; number 2, O, carries -0.83; number 3, C, carries -0.08; number 4, O, carries -0.15; number 5, C, carries 0.57; number 6, C, carries -0.68

---

> Which formula does entry 3 have?

C21H17AgN6O4S

---

> charge of number 3 (C21H17AgN6O4S)?

-2